# 1
Here is the ion C2HO2S2 with charge -1 at a distorted geometry from OMol25. Energies are from ωB97M-V/def2-TZVPD.

XYZ file:
```
7
Properties=species:S:1:pos:R:3
C 1.958 0.215 -0.013
C -0.851 -0.746 0.121
O 2.617 1.170 -0.064
O 1.957 -0.970 -0.076
S -0.066 0.753 0.091
S -2.540 -0.782 0.123
H -3.075 0.359 -0.182
```

As for the charge: -1. The total energy is -27855.693 eV. The energy above the lowest of the compared OMol25 structures with the same formula, charge and spin is 29.8 kcal per mole.

---

# 2
Here is a cluster of 2 separate species, C2HO3S in total at a distorted geometry from OMol25. Energies are from ωB97M-V/def2-TZVPD.

XYZ file:
```
7
Properties=species:S:1:pos:R:3
C 0.314 0.506 -0.257
C 1.675 0.051 -1.894
O 2.636 0.717 -1.824
O 0.345 0.796 2.404
O 1.284 2.647 1.070
S 0.925 1.243 1.130
H 0.078 -0.547 0.102
```

As for the charge: -1. The total energy is -19065.067 eV. The energy above the lowest of the compared OMol25 structures with the same formula, charge and spin is 107.8 kcal per mole.